79
Properties=species:S:1:pos:R:3:forces:R:3 method="wB97M-V/def2-TZVPD" homo_ev="-16.61 / -16.61" fmax_ev_per_a=1.61 de_lowest_kcal_mol=65.0 homo_lumo_gap_ha="0.1660 / 0.1662" charge=+3
Os 0.501596 0.220212 1.008588 -1.58 0.01 0.34
C -1.202674 1.854434 3.290972 0.04 -0.03 -0.05
C -1.425896 0.777129 2.265952 -0.44 0.34 0.40
C -2.094760 0.976309 1.055383 0.80 0.16 -0.51
C -2.768336 -0.095465 0.342015 -0.11 0.21 -0.08
C -3.615499 0.208310 -0.845605 0.08 0.06 0.09
C -2.719786 -1.365304 0.864221 0.14 -0.29 0.20
C -1.929349 -1.626402 1.981312 -0.14 0.19 0.02
C -1.932861 -2.944256 2.649167 -0.04 0.03 0.04
C -1.165515 -0.550295 2.585934 0.55 -0.45 0.12
H -1.926432 1.690956 4.092609 0.01 -0.01 0.01
H -1.368103 2.847025 2.891653 -0.05 -0.03 0.00
H -0.212461 1.802870 3.748464 0.01 -0.01 0.02
H -2.299605 1.991155 0.745402 -0.06 -0.04 0.00
H -4.662665 0.252581 -0.521796 0.01 -0.01 0.03
H -3.557772 -0.581957 -1.593723 0.02 -0.02 0.02
H -3.383309 1.168008 -1.298679 -0.02 0.01 0.01
H -3.293591 -2.164698 0.409054 0.01 0.03 0.03
H -2.743452 -2.914549 3.395526 0.04 0.03 -0.01
H -1.021402 -3.135822 3.214819 0.03 -0.03 -0.04
H -2.178064 -3.762670 1.977300 0.02 -0.04 -0.05
H -0.652587 -0.769582 3.515881 -0.04 -0.04 0.03
C 2.618659 -1.651766 -1.184885 0.20 -0.01 -0.03
P 2.613772 -0.111625 -0.236116 0.06 -0.12 0.33
C 2.707201 1.099541 -1.575132 0.07 0.04 -0.07
N 3.602325 0.890527 -2.512521 0.05 0.00 -0.07
C 3.597861 1.710810 -3.580208 0.00 0.01 0.00
C 4.556928 1.547036 -4.608133 0.03 -0.08 0.12
C 4.515832 2.370226 -5.689502 -0.02 0.09 -0.09
C 3.521073 3.382085 -5.808680 0.04 -0.03 -0.01
C 2.580204 3.561719 -4.840853 -0.09 0.06 -0.03
C 2.601069 2.733966 -3.696428 0.00 -0.05 0.09
N 1.683962 2.901849 -2.722210 0.01 -0.02 -0.04
C 1.751393 2.112084 -1.673608 0.16 0.00 -0.21
P 0.575799 2.391300 -0.333583 0.04 -0.36 -0.08
C -0.942855 2.720799 -1.254445 0.01 0.14 -0.19
C 1.101722 4.014736 0.444160 0.02 0.17 -0.04
C 0.848642 5.116476 -0.608785 -0.05 -0.07 0.06
C 0.291414 4.334259 1.691685 0.05 0.06 0.07
C 2.589941 3.967735 0.778305 -0.07 0.05 0.01
C 4.163646 -0.126585 0.795245 0.18 0.01 -0.10
C 5.344321 -0.401269 -0.161297 -0.04 -0.01 0.13
C 4.118951 -1.213959 1.874289 0.09 0.01 -0.04
C 4.353587 1.233616 1.461594 -0.03 -0.08 0.02
H 3.417405 -1.525202 -1.918929 0.02 0.02 0.04
H 1.687849 -1.803510 -1.723740 -0.04 -0.02 0.03
H 2.869965 -2.505473 -0.557871 -0.01 0.05 -0.06
H 5.304675 0.772649 -4.503233 -0.01 0.00 -0.01
H 5.244931 2.262056 -6.481498 0.00 -0.01 0.01
H 3.523906 4.011179 -6.688845 -0.03 0.01 0.01
H 1.811360 4.318746 -4.916510 0.03 0.02 -0.02
H -0.631886 3.317875 -2.116110 0.00 0.00 0.06
H -1.660999 3.296818 -0.675084 -0.02 -0.02 -0.01
H -1.374586 1.795750 -1.626638 -0.01 -0.03 0.04
H -0.211575 5.332525 -0.742404 0.01 -0.06 -0.01
H 1.298107 4.897742 -1.574339 -0.01 0.04 0.02
H 1.311234 6.025970 -0.220289 0.01 -0.02 0.01
H -0.783868 4.333847 1.499998 0.00 -0.01 0.02
H 0.550677 5.347521 2.005177 -0.02 -0.02 0.01
H 0.529561 3.671395 2.524284 0.02 0.05 -0.07
H 3.207296 3.786918 -0.102858 -0.01 0.00 0.01
H 2.814671 3.225276 1.538642 -0.04 0.05 0.01
H 2.876874 4.939710 1.183027 -0.01 0.01 -0.02
H 5.344749 -1.424015 -0.537460 -0.03 0.01 0.00
H 6.261236 -0.270937 0.416769 -0.02 -0.01 0.00
H 5.376421 0.285492 -1.003150 0.03 0.01 0.01
H 3.924847 -2.212733 1.482206 -0.01 0.01 -0.04
H 3.402302 -0.996923 2.661802 -0.02 0.02 0.03
H 5.110693 -1.241870 2.329602 -0.02 -0.02 0.01
H 4.472610 2.036088 0.735145 0.02 -0.03 0.01
H 5.260764 1.197353 2.066955 0.00 0.00 -0.01
H 3.528608 1.469717 2.142240 0.05 -0.04 -0.02
C 0.756426 -3.724995 0.755986 0.05 -0.02 0.04
C 0.671351 -2.253963 0.888954 -0.03 -0.66 -0.47
O 1.225151 -1.589865 1.815222 0.39 0.51 -0.05
O 0.028198 -1.526432 0.054916 -0.08 0.35 -0.13
H 0.987148 -4.184024 1.714351 -0.03 0.00 0.02
H 1.559818 -3.974821 0.056630 -0.09 0.01 0.06
H -0.165839 -4.115513 0.334410 -0.06 -0.05 0.00